[1]
C55H51BrCl2N8O3TbTe as an isolated structure at a distorted geometry, computed with wB97M-V/def2-TZVPD.

The expectation value of S² is 12.043. The calculation puts the gap between HOMO and LUMO (spin up / spin down) at 5.33 / 5.33 eV. For the molar mass, the calculation gives 1309.401 g/mol. Its LUMO energy (spin up / spin down) is 0.069 / 0.069 Eh. The net charge is -1. As for the multiplicity: 7.

Geometry as XYZ:
```
122
Properties=species:S:1:pos:R:3:forces:R:3
Tb -1.126 -0.328 -0.548 -0.2 -0.4 -0.8
C -4.308 0.475 0.482 -0.5 -0.9 0.2
N -3.800 -0.759 -0.153 0.9 0.5 0.0
C -4.433 -1.066 -1.411 0.3 0.8 -1.2
C -4.179 0.042 -2.421 1.0 0.9 0.4
C -5.172 0.565 -3.227 -0.5 -0.4 0.3
C -4.903 1.683 -4.018 0.0 0.3 0.5
C -3.655 2.297 -3.931 -0.5 -1.2 0.1
C -2.701 1.687 -3.106 0.1 0.8 0.0
N -2.944 0.625 -2.366 -1.1 -1.3 0.0
C -3.882 -1.907 0.730 -1.1 -0.7 -1.0
C -3.028 -1.782 1.918 0.3 0.1 1.1
C -3.306 -2.472 3.084 -0.3 -0.3 -0.6
C -2.508 -2.293 4.176 0.5 0.3 1.8
C -1.439 -1.411 4.125 0.1 0.1 -1.1
C -1.187 -0.798 2.888 -0.1 0.1 1.2
N -1.976 -0.977 1.833 0.5 0.6 -0.3
C -3.665 1.732 0.023 0.3 1.8 0.4
C -4.402 2.872 -0.346 1.0 -0.5 -0.1
C -3.715 4.059 -0.624 -1.2 -0.3 0.2
C -2.360 4.108 -0.430 0.2 -0.5 0.1
C -1.669 2.954 -0.072 -1.5 -0.9 1.0
N -2.330 1.788 0.176 0.3 0.9 -0.8
H -4.105 0.359 1.556 -0.1 0.3 -0.2
H -5.398 0.564 0.369 0.0 -0.1 -0.1
H -5.512 -1.121 -1.310 -0.5 -0.4 0.2
H -4.031 -1.995 -1.822 0.0 -0.2 0.3
H -6.181 0.130 -3.129 0.6 0.3 -0.4
H -5.725 2.132 -4.568 0.2 0.0 -0.2
H -3.443 3.195 -4.472 0.2 0.3 -0.2
H -1.717 2.109 -2.906 0.0 0.0 -0.4
H -3.522 -2.776 0.153 -0.2 0.2 0.1
H -4.963 -2.082 0.965 0.6 -0.1 0.3
H -4.116 -3.174 3.098 -0.4 -0.1 0.1
H -2.750 -2.742 5.154 0.1 -0.1 -0.7
H -0.797 -1.206 4.972 -0.1 0.0 -0.1
H -0.374 -0.078 2.817 -0.2 -0.2 -0.2
H -5.467 2.818 -0.418 -0.5 -0.1 -0.1
H -4.270 4.964 -0.924 0.3 -0.6 0.2
H -1.917 5.064 -0.476 1.0 0.7 -0.2
H -0.635 2.902 0.200 0.3 0.4 -0.2
O 0.778 -0.571 0.773 1.0 -0.3 -0.8
H 1.319 0.004 1.329 0.0 0.2 -0.1
H 1.396 -0.874 -0.007 -0.4 0.1 1.1
Br 2.338 -1.852 -1.597 0.0 -0.3 -0.2
N 0.157 1.333 -1.705 -0.2 -0.1 0.7
C 1.183 2.047 -1.615 0.4 0.7 -0.3
C 1.418 3.218 -2.611 -0.7 -1.6 1.0
C 0.854 3.141 -3.863 0.0 -0.2 -1.4
C 1.079 4.138 -4.809 -0.5 -0.1 0.0
C 1.799 5.283 -4.449 0.4 -0.3 0.0
C 2.356 5.370 -3.184 0.0 0.2 1.2
C 2.118 4.323 -2.249 1.1 1.7 0.4
C 2.307 1.829 -0.591 0.3 -0.6 -0.5
C 2.207 2.206 0.735 0.3 0.2 0.5
C 3.173 1.838 1.690 -1.1 0.4 -0.9
C 4.209 1.041 1.285 0.6 -0.5 0.9
C 4.322 0.617 -0.018 0.7 -0.2 -0.6
C 3.423 1.050 -0.966 -0.7 0.8 -0.2
H 0.293 2.237 -4.116 0.0 0.3 0.0
H 0.654 4.022 -5.817 0.2 0.2 0.5
H 1.982 6.088 -5.149 -0.1 -0.1 -0.2
H 2.937 6.283 -2.885 -0.6 -1.0 -0.3
H 2.452 4.353 -1.196 0.2 0.3 -0.8
H 1.391 2.806 1.087 -0.6 0.2 0.1
H 3.035 2.155 2.706 0.1 0.1 0.3
H 4.933 0.712 2.019 0.1 -0.1 0.0
H 5.129 -0.066 -0.298 -0.3 0.3 0.0
H 3.560 0.812 -2.013 -0.1 -0.3 0.1
C 0.954 -0.174 -5.897 0.8 0.2 0.3
N 0.005 -0.760 -4.988 -0.3 -0.5 0.9
C -1.095 -1.575 -5.208 0.7 0.7 -0.4
C -1.578 -1.883 -3.981 -1.2 -0.9 0.1
N -0.820 -1.326 -2.997 0.7 0.8 -0.2
C 0.129 -0.676 -3.654 -0.7 -0.3 -0.2
H 1.590 0.538 -5.333 -0.3 -0.5 -0.2
H 0.467 0.406 -6.658 -0.4 0.2 -0.5
H 1.596 -0.932 -6.360 -0.1 0.1 0.1
H -1.362 -1.786 -6.213 -0.5 -0.4 -0.5
H -2.452 -2.496 -3.742 0.4 0.2 -0.1
H 0.907 -0.103 -3.248 0.7 0.4 0.7
Te -0.764 3.326 3.479 0.0 -0.3 -0.5
C 0.918 4.093 4.483 0.0 0.4 -0.1
C 2.043 4.653 3.847 0.2 -0.2 0.5
C 3.012 5.307 4.611 0.1 0.0 -0.1
C 2.861 5.466 5.986 0.6 0.5 -0.2
C 1.760 4.913 6.619 0.1 -0.3 0.1
C 0.835 4.201 5.877 -0.6 -0.2 0.2
H 2.216 4.555 2.778 -0.3 0.0 0.1
H 3.917 5.713 4.147 -0.4 -0.1 0.0
H 3.637 6.047 6.503 -0.5 -0.4 0.1
H 1.624 4.979 7.691 0.1 0.1 0.1
H -0.033 3.733 6.382 0.6 0.4 -0.3
Cl 4.509 -4.906 -0.752 0.3 -0.1 -0.1
C 4.550 -3.901 0.642 -0.5 0.1 0.1
C 5.741 -3.419 1.146 1.7 -0.5 -1.1
C 5.802 -2.576 2.233 -0.7 -0.4 0.1
C 4.618 -2.256 2.867 0.3 -0.1 0.5
C 3.447 -2.797 2.407 -0.9 -0.2 -0.2
Cl 1.992 -2.513 3.289 -0.2 0.3 0.3
C 3.344 -3.596 1.263 -0.5 -0.3 0.4
N 2.104 -4.069 0.777 -0.4 0.3 -0.2
C 1.248 -4.993 1.368 0.1 0.6 -0.8
C 1.626 -5.683 2.503 0.6 -0.2 1.1
C 0.835 -6.695 3.004 0.0 -0.9 0.6
C -0.334 -7.116 2.372 0.5 0.3 0.3
C -0.687 -6.432 1.226 -0.4 0.6 0.0
C 0.017 -5.337 0.739 1.2 -0.3 -0.1
C -0.335 -4.818 -0.627 -0.4 0.0 -0.8
C -1.364 -3.686 -0.700 -1.1 -0.9 -0.7
O -2.468 -3.893 -1.260 0.7 0.1 0.3
O -1.032 -2.578 -0.195 0.3 0.6 0.2
H 6.669 -3.762 0.641 -0.7 0.4 0.4
H 6.727 -2.260 2.666 0.5 0.2 -0.1
H 4.601 -1.690 3.785 0.0 0.2 0.0
H 1.755 -3.543 -0.032 0.3 -0.2 0.3
H 2.566 -5.467 3.045 -0.6 0.0 -0.6
H 1.205 -7.221 3.894 -0.3 0.2 -0.3
H -0.932 -7.934 2.757 0.1 0.0 0.0
H -1.569 -6.702 0.674 -0.3 -0.2 -0.1
H -0.729 -5.674 -1.222 0.3 0.7 0.3
H 0.533 -4.400 -1.159 -0.1 -0.3 0.1
```
Forces are in eV/Å.



[2]
C55H55As3CdI2N4 as an isolated structure, computed with wB97M-V/def2-TZVPD.

The calculation puts the gap between HOMO and LUMO at 5.61 eV. For the molar mass, the calculation gives 1363.059 g/mol. Its LUMO energy is -0.039 Eh. As for the multiplicity: 1.

Geometry as XYZ:
```
120
Properties=species:S:1:pos:R:3:forces:R:3
Cd -0.613 -0.648 -0.157 0.2 -0.1 0.1
C 3.154 -3.807 -6.218 0.0 0.0 0.0
C 2.162 -4.561 -5.605 0.0 0.0 0.0
C 1.450 -4.038 -4.537 0.0 0.0 0.0
C 1.715 -2.754 -4.067 0.0 0.0 0.0
C 2.709 -2.006 -4.691 0.0 0.0 0.0
C 3.426 -2.528 -5.757 0.0 0.0 0.0
C 0.948 -2.187 -2.921 0.1 0.0 0.0
C 1.083 -2.854 -1.687 0.0 -0.1 0.0
C 1.946 -3.988 -1.413 0.0 0.0 0.0
C 1.717 -4.363 -0.130 0.0 0.0 0.0
C 0.703 -3.472 0.401 0.1 0.0 0.0
N 0.390 -2.572 -0.559 -0.4 0.2 0.0
C 0.123 -3.544 1.685 0.0 -0.1 0.1
C -0.863 -2.703 2.235 0.0 0.0 0.1
C -1.560 -2.913 3.492 0.0 0.0 0.0
C -2.441 -1.895 3.637 0.0 0.0 -0.1
C -2.309 -1.042 2.470 0.0 -0.1 0.1
C -3.095 0.093 2.184 -0.1 0.0 0.1
C -4.035 0.517 3.262 0.0 0.0 0.0
C -3.548 0.978 4.482 0.0 0.0 0.0
C -4.421 1.344 5.495 0.0 0.0 0.0
C -5.791 1.255 5.301 0.0 0.0 0.0
C -6.286 0.800 4.087 0.0 0.0 0.0
C -5.412 0.433 3.076 0.0 0.0 -0.1
C -3.140 0.828 0.988 0.0 0.1 -0.1
N -2.448 0.544 -0.142 0.3 -0.2 -0.1
C -2.755 1.454 -1.097 0.0 0.1 0.1
C -2.242 1.478 -2.406 -0.1 0.0 -0.1
C -2.873 2.456 -3.341 0.1 0.1 0.0
C -2.120 3.474 -3.920 -0.1 0.0 0.0
C -2.702 4.386 -4.786 0.0 0.0 0.0
C -4.052 4.290 -5.089 0.0 0.0 0.0
C -4.812 3.279 -4.521 0.0 0.0 0.0
C -4.226 2.369 -3.654 0.0 0.0 0.0
C -1.278 0.614 -2.973 0.0 0.0 0.0
C -0.996 0.486 -4.387 0.0 0.0 0.0
C -0.129 -0.547 -4.533 0.0 0.0 0.0
C 0.145 -1.069 -3.210 0.1 0.2 0.0
N -0.535 -0.311 -2.312 -0.2 -0.1 0.4
C -3.706 2.398 -0.534 0.1 0.0 0.0
C -3.934 2.019 0.745 0.0 0.0 0.0
N -1.350 -1.570 1.674 0.1 0.2 -0.4
C 0.567 -4.676 2.551 0.0 0.0 0.0
C 0.329 -5.996 2.175 0.0 0.0 0.0
C 0.734 -7.046 2.984 0.0 0.0 0.0
C 1.383 -6.792 4.184 0.0 0.0 0.0
C 1.621 -5.482 4.570 0.0 0.0 0.0
C 1.215 -4.433 3.760 0.0 0.0 0.0
H 3.711 -4.215 -7.050 0.0 0.0 0.0
H 1.938 -5.557 -5.962 0.0 0.0 0.0
H 0.673 -4.623 -4.062 0.0 0.0 0.0
H 2.921 -1.008 -4.329 0.0 0.0 0.0
H 4.199 -1.934 -6.226 0.0 0.0 0.0
H 2.639 -4.435 -2.105 0.0 0.0 0.0
H 2.191 -5.169 0.403 0.0 0.0 0.0
H -1.420 -3.752 4.153 0.0 0.0 0.0
H -3.146 -1.753 4.438 0.0 0.0 0.0
H -2.479 1.063 4.627 0.0 0.0 0.0
H -4.027 1.705 6.435 0.0 0.0 0.0
H -6.471 1.538 6.094 0.0 0.0 0.0
H -7.354 0.727 3.929 0.0 0.0 0.0
H -5.796 0.073 2.129 0.0 0.0 0.0
H -1.070 3.551 -3.680 0.1 0.0 0.0
H -2.102 5.175 -5.220 0.0 0.0 0.0
H -4.509 5.001 -5.765 0.0 0.0 0.0
H -5.865 3.195 -4.755 0.0 0.0 0.0
H -4.818 1.578 -3.212 0.0 0.0 0.0
H -1.453 1.070 -5.169 0.0 0.0 0.0
H 0.253 -0.952 -5.456 0.0 0.0 0.0
H -4.122 3.251 -1.042 0.0 0.0 0.0
H -4.561 2.513 1.468 0.0 0.0 0.0
H -0.185 -6.193 1.243 0.0 0.0 0.0
H 0.538 -8.065 2.678 0.0 0.0 0.0
H 1.696 -7.611 4.816 0.0 0.0 0.0
H 2.123 -5.272 5.505 0.0 0.0 0.0
H 1.396 -3.410 4.065 0.0 0.0 0.0
C 3.316 -1.669 2.104 0.0 0.0 0.0
As 2.068 -0.198 1.774 -0.2 0.1 -0.2
C 1.177 -0.194 3.513 0.0 0.1 0.0
C 3.235 1.328 2.251 0.0 -0.1 0.2
C 4.193 1.927 1.224 0.1 0.1 -0.1
C 4.943 0.818 0.481 0.0 -0.1 -0.1
C 3.509 2.858 0.211 0.0 0.1 0.0
As 1.914 2.311 -0.768 0.0 -0.3 -0.1
C 1.792 3.823 -1.975 0.1 0.1 0.1
C 2.588 0.985 -2.025 -0.1 0.0 0.0
C 5.265 2.777 1.950 0.1 -0.1 -0.1
As 4.958 4.111 3.383 0.0 0.1 0.0
C 4.336 3.004 4.881 0.0 -0.1 0.0
C 3.235 4.933 2.939 -0.1 0.1 0.0
H 3.937 -1.448 2.974 0.0 0.0 0.0
H 3.946 -1.834 1.232 0.0 0.0 0.0
H 2.741 -2.574 2.286 0.0 0.0 0.0
H 1.920 -0.293 4.307 0.0 0.0 0.0
H 0.450 -0.999 3.577 0.0 0.0 0.0
H 0.655 0.759 3.620 0.0 0.0 0.0
H 3.821 0.952 3.097 0.0 0.1 0.0
H 2.565 2.096 2.648 0.1 -0.1 -0.1
H 4.277 0.205 -0.131 0.0 0.0 0.1
H 5.445 0.159 1.191 0.0 0.0 0.0
H 5.703 1.242 -0.181 0.0 0.0 0.0
H 4.239 3.141 -0.556 0.0 0.0 0.0
H 3.184 3.777 0.704 0.1 0.0 0.0
H 2.736 3.962 -2.502 0.0 0.0 0.0
H 1.539 4.716 -1.399 0.0 -0.1 -0.1
H 0.999 3.616 -2.689 0.0 0.0 -0.1
H 3.620 1.249 -2.260 0.0 -0.1 -0.1
H 1.967 1.039 -2.916 0.0 -0.1 -0.1
H 2.535 -0.021 -1.612 0.0 0.0 0.0
H 5.825 3.341 1.196 0.0 0.0 0.0
H 6.001 2.102 2.403 0.0 0.0 0.0
H 4.991 2.140 4.994 0.0 0.0 0.0
H 3.310 2.662 4.766 0.0 0.0 0.0
H 4.414 3.609 5.783 0.0 0.0 0.0
H 3.328 5.535 2.036 0.0 0.0 0.0
H 2.983 5.607 3.759 0.0 0.0 0.0
H 2.421 4.218 2.821 0.0 0.0 0.0
I -0.096 2.948 1.089 -0.2 0.2 0.3
I -1.631 4.224 3.062 0.0 -0.1 -0.1
```
Forces are in eV/Å.